32
Properties=species:S:1:pos:R:3:forces:R:3:mulliken_charge:R:1 method="wB97M-V/def2-TZVPD" total_energy_ev=-151666.6515 spin_multiplicity=1 e_homo_ev=-17.03 total_charge=+2
C 1.162063 0.376471 -1.592824 -1.83 -0.28 -1.86 -1.55
C -1.375563 0.249680 -1.314136 2.37 0.00 0.18 -1.94
C -1.171026 -2.206940 0.409174 2.13 0.34 1.37 -1.93
C 0.571668 -2.570465 -1.230038 5.02 0.74 1.49 -1.56
C -0.456461 2.471644 0.510205 -0.40 2.28 -2.27 -1.00
C -0.013625 -0.109712 -0.734948 0.66 0.91 2.50 1.46
C 0.161022 -1.614665 -0.090089 -2.87 2.62 -2.73 0.30
C 0.087267 1.206439 0.896819 2.64 -3.95 -0.25 -0.32
N -0.217022 3.542034 1.491199 -2.43 2.32 3.72 -0.16
N 1.086820 -1.626792 1.097611 -2.17 0.52 -0.58 0.29
Br 2.133380 1.497868 1.202636 -1.32 -0.11 0.22 -0.07
Br -0.726908 0.441627 2.683109 0.65 1.27 -1.72 -0.03
H 2.087850 0.014339 -1.214388 0.90 0.16 0.21 0.49
H 1.061887 -0.059491 -2.676514 -0.02 0.68 1.95 0.42
H 1.100030 1.488081 -1.735516 0.40 -1.06 0.25 0.34
H -2.128690 0.214553 -0.596677 -1.49 -0.44 1.12 0.48
H -1.521613 -0.444676 -2.107588 -0.61 -0.41 -0.85 0.50
H -1.323111 1.262236 -1.686011 -0.04 0.14 -0.51 0.49
H -0.835690 -3.072410 0.976878 -0.51 -0.54 -0.01 0.59
H -1.690663 -1.576226 1.085089 -0.47 0.69 0.57 0.42
H -1.809342 -2.507748 -0.346491 -1.13 -0.59 -1.56 0.48
H 1.423885 -2.298780 -1.940942 -1.11 0.34 1.10 0.37
H -0.186751 -2.896853 -1.817011 -2.58 -0.80 -1.46 0.47
H 1.019703 -3.432800 -0.720600 -0.39 -0.43 -0.19 0.55
H -0.011710 2.955987 -0.468463 -0.84 -1.60 1.58 0.21
H -1.509389 2.248512 0.398621 -0.53 0.77 -0.17 0.48
H 0.735545 3.444441 1.862597 0.43 0.60 -0.54 0.32
H -0.769244 3.413934 2.444306 0.82 -0.11 -2.28 0.44
H -0.501177 4.575032 1.231784 1.07 -2.44 0.11 0.44
H 1.654609 -2.347275 0.753203 2.29 -1.24 0.72 0.48
H 0.474054 -1.913541 1.866536 0.65 -0.25 0.23 0.45
H 1.488201 -0.724505 1.362467 0.72 -0.12 -0.36 0.06